[1]
Computed, not measured: a 2-piece molecular cluster, C4H10NO overall at a distorted geometry, with ωB97M-V/def2-TZVPD.

Values from the calculation:
Orbital gap   10.68 eV
Energy   -288.082411 Eh
Molar mass   88.130 g/mol
E_HOMO   -0.529 hartree
LUMO   -3.71 eV
Multiplicity   1
Relative energy (zero: lowest compared OMol25 entry of this formula, charge and spin)   2.1954 eV
Charge   +1

Atoms and positions in Å:
1 C 3.187 -0.490 0.468
2 C 2.615 0.406 -0.326
3 C -0.901 0.557 0.340
4 C -2.881 -0.625 -0.335
5 N -2.162 0.391 0.394
6 O -0.187 -0.161 -0.417
7 H 3.352 -0.169 1.466
8 H 3.693 -1.319 -0.006
9 H 2.203 1.461 -0.134
10 H 0.727 0.186 -0.536
11 H -0.409 1.277 0.965
12 H -2.877 -1.599 0.368
13 H -3.791 -0.286 -0.696
14 H -2.301 -0.765 -1.218
15 H 2.545 0.306 -1.340
16 H -2.811 0.831 1.008

---

[2]
Computed, not measured: an isolated ion of composition C4H10NO and charge +1 at a distorted geometry, with ωB97M-V/def2-TZVPD.

Values from the calculation:
Orbital gap   10.98 eV
Energy   -288.085959 Eh
Molar mass   88.130 g/mol
E_HOMO   -0.541 hartree
LUMO   -3.73 eV
Multiplicity   1
Relative energy (zero: lowest compared OMol25 entry of this formula, charge and spin)   2.0988 eV
SMILES   C[NH2+][C@H](C)C=O
Charge   +1

Atoms and positions in Å:
1 C -1.775 -0.431 0.033
2 C -0.383 1.809 0.006
3 C 1.256 -1.513 -0.048
4 C -0.437 0.244 -0.314
5 N 0.752 -0.238 0.427
6 O -2.585 -0.683 -0.821
7 H -1.880 -0.651 1.081
8 H -0.125 1.927 0.985
9 H -1.197 2.245 -0.342
10 H 0.458 2.171 -0.628
11 H 1.378 -1.391 -1.199
12 H 2.220 -1.750 0.369
13 H 0.613 -2.342 0.130
14 H -0.250 0.311 -1.455
15 H 0.601 -0.242 1.417
16 H 1.353 0.533 0.359

---

[3]
Computed, not measured: an isolated ion of composition C4H10NO and charge +1 at a distorted geometry, with ωB97M-V/def2-TZVPD.

Values from the calculation:
Orbital gap   12.56 eV
Energy   -288.079315 Eh
Molar mass   88.130 g/mol
E_HOMO   -0.575 hartree
LUMO   -3.10 eV
Multiplicity   1
Relative energy (zero: lowest compared OMol25 entry of this formula, charge and spin)   2.2796 eV
SMILES   C[C@@H](O)[C@H]1C[NH2+]1
Charge   +1

Atoms and positions in Å:
1 C 0.479 1.932 0.086
2 C 0.780 0.487 0.036
3 C 0.109 -1.873 -0.276
4 C -0.275 -0.464 -0.708
5 N 0.123 1.052 1.205
6 O -1.557 -0.066 -0.229
7 H 1.221 2.757 -0.007
8 H -0.445 2.055 -0.331
9 H 1.764 0.181 -0.096
10 H 0.276 -2.026 0.811
11 H 0.958 -2.253 -0.697
12 H -0.686 -2.478 -0.716
13 H -0.250 -0.250 -1.747
14 H 0.611 1.016 2.094
15 H -0.906 0.774 1.077
16 H -2.203 -0.845 -0.505

---

[4]
Computed, not measured: a 2-piece molecular cluster, C4H10NO overall at a distorted geometry, with ωB97M-V/def2-TZVPD.

Values from the calculation:
Orbital gap   8.48 eV
Energy   -288.099315 Eh
Molar mass   88.130 g/mol
E_HOMO   -0.492 hartree
LUMO   -4.92 eV
Multiplicity   1
Relative energy (zero: lowest compared OMol25 entry of this formula, charge and spin)   1.7354 eV
Charge   +1

Atoms and positions in Å:
1 C 2.094 -1.327 -0.241
2 C -1.218 1.389 -0.144
3 C -2.239 -0.749 0.234
4 C 1.731 -0.263 0.460
5 N -1.238 -0.033 -0.059
6 O 1.824 1.031 0.055
7 H 1.992 -2.319 0.160
8 H -0.389 1.777 0.453
9 H -2.158 1.831 0.186
10 H -1.018 1.690 -1.174
11 H -3.203 -0.292 0.435
12 H -0.301 -0.462 -0.194
13 H -2.160 -1.826 0.288
14 H 2.555 -1.236 -1.212
15 H 1.316 -0.326 1.459
16 H 2.413 1.115 -0.705